[1]
Here is 2 unconnected molecules or ions with the total composition C4H8O2 from OMol25. Energies are from ωB97M-V with the def2-TZVPD basis set.

Output
E_tot = -8371.636 eV
SMILES = C/C=C\C=O.O
Kohn-Sham gap = 10.0340 eV
F_max = 0.7 eV/A
HOMO = -0.3678 Ha

Each line ends with the Mulliken charge.
CARTESIAN COORDINATES (ANGSTROEM)
C (-0.932, -0.286, -1.240)  -0.975
C (0.042, 0.737, -0.727)  -0.084
C (1.171, 0.556, -0.020)  -0.336
C (1.690, -0.756, 0.456)  0.001
O (1.086, -1.814, 0.460)  -0.485
H (-1.947, -0.020, -0.927)  0.290
H (-0.896, -0.270, -2.337)  0.353
H (-0.711, -1.288, -0.872)  0.284
H (-0.216, 1.769, -0.976)  0.350
H (1.769, 1.431, 0.245)  0.294
H (2.725, -0.723, 0.859)  0.317
O (-1.596, 0.015, 1.672)  -0.646
H (-1.485, 0.949, 1.878)  0.323
H (-0.699, -0.301, 1.530)  0.312

=====

[2]
Here is 2 unconnected molecules or ions with the total composition C4H8O2 from OMol25. Energies are from ωB97M-V with the def2-TZVPD basis set.

Output
E_tot = -8371.046 eV
SMILES = C=CC(=C)O.O
Kohn-Sham gap = 9.3694 eV
F_max = 0.8 eV/A
HOMO = -0.3177 Ha

Each line ends with the Mulliken charge.
CARTESIAN COORDINATES (ANGSTROEM)
C (0.676, 0.182, -1.562)  -0.678
C (1.761, -0.186, -0.898)  -0.365
C (1.765, -1.214, 0.140)  0.844
C (2.807, -1.447, 0.949)  -0.969
O (0.606, -1.928, 0.260)  -0.530
H (-0.250, -0.367, -1.442)  0.260
H (0.770, 0.925, -2.337)  0.272
H (2.744, 0.177, -1.160)  0.283
H (2.948, -2.420, 1.403)  0.291
H (3.632, -0.759, 1.083)  0.254
H (0.547, -2.235, 1.168)  0.337
O (-5.897, 3.487, 0.809)  -0.641
H (-5.951, 2.885, 0.051)  0.320
H (-6.158, 2.900, 1.535)  0.320

=====

[3]
Here is 2 unconnected molecules or ions with the total composition C4H8O2 from OMol25. Energies are from ωB97M-V with the def2-TZVPD basis set.

Output
E_tot = -8367.554 eV
Kohn-Sham gap = 9.2221 eV
F_max = 0.3 eV/A
HOMO = -0.3185 Ha

Each line ends with the Mulliken charge.
CARTESIAN COORDINATES (ANGSTROEM)
C (-0.364, -2.067, 0.060)  -0.730
O (0.739, -1.200, 0.245)  -0.372
C (0.431, 0.098, -0.143)  0.400
C (-0.514, 0.920, 0.777)  -0.372
O (0.414, 1.856, 0.918)  -0.169
C (1.477, 1.151, 0.215)  -0.410
H (-1.255, -1.686, 0.575)  0.334
H (-0.595, -2.188, -1.009)  0.300
H (-0.083, -3.035, 0.479)  0.242
H (0.095, 0.154, -1.194)  0.293
H (-2.352, 1.726, -0.526)  -0.199
H (-2.645, 2.002, -1.154)  0.210
H (2.237, 0.813, 0.921)  0.235
H (1.913, 1.765, -0.578)  0.238

=====

[4]
Here is a molecular structure, C4H8O2 from OMol25. Energies are from ωB97M-V with the def2-TZVPD basis set.

Output
E_tot = -8369.061 eV
Kohn-Sham gap = 9.8095 eV
F_max = 0.4 eV/A
HOMO = -0.3235 Ha

Each line ends with the Mulliken charge.
CARTESIAN COORDINATES (ANGSTROEM)
C (-1.722, -0.001, 0.249)  -1.065
C (-0.488, -0.548, 0.658)  0.308
C (0.490, -1.104, -0.363)  -0.520
O (1.692, -0.380, -0.340)  -0.364
C (1.342, 0.993, -0.293)  -0.194
O (0.400, 1.155, 0.719)  -0.608
H (-2.523, 0.107, 0.975)  0.312
H (-0.809, 1.074, 0.329)  0.458
H (-2.024, -0.147, -0.786)  0.254
H (-0.299, -0.789, 1.701)  0.281
H (0.725, -2.146, -0.126)  0.303
H (0.023, -1.061, -1.360)  0.301
H (2.265, 1.544, -0.091)  0.219
H (0.928, 1.302, -1.271)  0.316

=====

[5]
Here is 2 unconnected molecules or ions with the total composition C4H8O2 from OMol25. Energies are from ωB97M-V with the def2-TZVPD basis set.

Output
E_tot = -8371.535 eV
SMILES = O=CCC=O.C
Kohn-Sham gap = 10.4324 eV
F_max = 0.7 eV/A
HOMO = -0.3750 Ha

Each line ends with the Mulliken charge.
CARTESIAN COORDINATES (ANGSTROEM)
O (-0.055, -1.834, -0.630)  -0.430
C (-0.998, -1.421, -0.007)  0.033
C (-0.863, -0.482, 1.164)  -0.445
C (-1.408, 0.854, 0.724)  0.026
O (-0.715, 1.816, 0.516)  -0.455
H (-2.041, -1.685, -0.278)  0.322
H (0.190, -0.383, 1.418)  0.271
H (-1.460, -0.873, 1.998)  0.330
H (-2.504, 0.880, 0.557)  0.327
C (1.963, 0.624, -1.090)  -0.750
H (1.763, -0.447, -1.181)  0.174
H (2.906, 0.778, -0.564)  0.269
H (2.019, 1.011, -2.111)  0.282
H (1.203, 1.162, -0.515)  0.045

=====

[6]
Here is a single C4H8O2 molecule in a non-equilibrium geometry from OMol25. Energies are from ωB97M-V with the def2-TZVPD basis set.

Output
E_tot = -8368.669 eV
SMILES = CO[C@H]1C[C@H]1O
Kohn-Sham gap = 10.6893 eV
F_max = 4.0 eV/A
HOMO = -0.3532 Ha

Each line ends with the Mulliken charge.
CARTESIAN COORDINATES (ANGSTROEM)
C (1.717, -0.654, -0.966)  -0.704
O (0.569, 0.182, -0.862)  -0.336
C (-0.543, -0.461, -0.124)  0.084
C (-0.396, 0.113, 1.236)  -0.747
C (-1.566, 0.527, 0.394)  -0.234
O (-1.623, 1.829, -0.105)  -0.529
H (1.502, -1.404, -1.728)  0.284
H (1.965, -1.148, -0.012)  0.323
H (2.574, -0.047, -1.285)  0.242
H (-0.743, -1.465, -0.479)  0.412
H (0.560, 0.686, 0.546)  0.355
H (-0.532, -0.425, 2.193)  0.222
H (-2.579, 0.125, 0.550)  0.303
H (-1.120, 2.369, 0.515)  0.326

=====

[7]
Here is 2 unconnected molecules or ions with the total composition C4H8O2 from OMol25. Energies are from ωB97M-V with the def2-TZVPD basis set.

Output
E_tot = -8371.188 eV
SMILES = COC=O.C=C
Kohn-Sham gap = 10.6269 eV
F_max = 0.5 eV/A
HOMO = -0.3587 Ha

Each line ends with the Mulliken charge.
CARTESIAN COORDINATES (ANGSTROEM)
C (-2.354, -0.018, 0.174)  -0.711
O (-0.986, 0.003, 0.567)  -0.246
C (-0.377, -1.189, 0.674)  0.176
O (0.579, -1.370, 1.371)  -0.454
H (-2.792, -1.008, 0.337)  0.368
H (-2.476, 0.269, -0.875)  0.270
H (-2.864, 0.703, 0.814)  0.243
H (-0.839, -1.980, 0.054)  0.363
C (1.661, 1.252, -0.797)  -0.420
C (2.391, 0.290, -0.244)  -0.553
H (1.659, 1.431, -1.869)  0.230
H (1.024, 1.893, -0.192)  0.218
H (2.361, 0.101, 0.824)  0.273
H (3.013, -0.375, -0.839)  0.244

=====

[8]
Here is a single C4H8O2 molecule from OMol25. Energies are from ωB97M-V with the def2-TZVPD basis set.

Output
E_tot = -8371.348 eV
SMILES = OC[C@H]1C[C@H]1O
Kohn-Sham gap = 10.7827 eV
F_max = 0.3 eV/A
HOMO = -0.3668 Ha

Each line ends with the Mulliken charge.
CARTESIAN COORDINATES (ANGSTROEM)
O (0.710, -0.674, -1.582)  -0.612
C (1.388, 0.102, -0.622)  -0.563
C (0.438, 0.692, 0.417)  -0.097
C (-0.990, 0.861, -0.028)  -0.599
C (-0.627, -0.198, 0.973)  -0.123
O (-0.589, -1.554, 0.581)  -0.603
H (0.244, -1.346, -1.055)  0.398
H (1.892, 0.903, -1.167)  0.359
H (2.160, -0.496, -0.118)  0.266
H (0.879, 1.412, 1.104)  0.378
H (-1.120, 0.510, -1.049)  0.260
H (-1.589, 1.715, 0.273)  0.271
H (-0.932, -0.062, 2.010)  0.346
H (-1.493, -1.838, 0.398)  0.320

=====

[9]
Here is a single C4H8O2 molecule in a non-equilibrium geometry from OMol25. Energies are from ωB97M-V with the def2-TZVPD basis set.

Output
E_tot = -8368.737 eV
Kohn-Sham gap = 8.9930 eV
F_max = 4.6 eV/A
HOMO = -0.2971 Ha

Each line ends with the Mulliken charge.
CARTESIAN COORDINATES (ANGSTROEM)
O (-0.878, -0.282, 1.944)  -0.504
C (-0.981, 0.039, 0.566)  -0.603
C (0.433, 0.922, 0.125)  -0.451
C (1.133, 0.140, -1.004)  -0.841
C (-0.153, -0.644, -0.742)  0.617
O (0.124, -1.949, -0.437)  -0.547
H (-0.787, 0.571, 2.413)  0.316
H (-1.785, 0.770, 0.425)  0.310
H (0.095, 1.895, -0.178)  0.286
H (0.965, 0.807, 1.054)  0.319
H (1.251, 0.641, -1.984)  0.234
H (2.073, -0.380, -0.757)  0.280
H (-0.861, -0.394, -1.534)  0.187
H (-0.648, -2.166, 0.099)  0.396

=====

[10]
Here is 2 unconnected molecules or ions with the total composition C4H8O2PS3 in a non-equilibrium geometry from OMol25. Energies are from ωB97M-V with the def2-TZVPD basis set.

Output
E_tot = -50169.655 eV
Net charge = -1
Kohn-Sham gap = 7.6198 eV
F_max = 4.0 eV/A
HOMO = -0.1634 Ha

Each line ends with the Mulliken charge.
CARTESIAN COORDINATES (ANGSTROEM)
C (-0.565, 3.306, 0.412)  0.934
C (-0.446, -0.489, -2.754)  -0.695
C (1.430, -2.013, 2.339)  -0.716
C (-1.263, 2.330, -0.020)  -0.915
O (-0.900, -0.222, 1.339)  -0.581
O (0.068, 4.169, 0.854)  -0.429
P (-0.061, -0.727, 0.292)  0.536
S (1.557, 0.256, -0.333)  -0.463
S (-1.372, -1.326, -1.364)  -0.216
S (0.559, -2.706, 0.915)  -0.224
H (-0.162, 0.473, -2.401)  0.177
H (-1.015, -0.487, -3.636)  0.348
H (0.462, -1.000, -3.150)  0.256
H (1.199, -0.904, 2.205)  0.205
H (2.491, -2.262, 2.378)  0.254
H (1.022, -2.462, 3.218)  0.274
H (-2.303, 2.429, 0.208)  0.263
H (-0.701, 1.634, -0.503)  -0.008

=====

[11]
Here is 2 unconnected molecules or ions with the total composition C4H8O2S in a non-equilibrium geometry from OMol25. Energies are from ωB97M-V with the def2-TZVPD basis set.

Output
E_tot = -19205.344 eV
Kohn-Sham gap = 9.3719 eV
F_max = 4.0 eV/A
HOMO = -0.3305 Ha

Each line ends with the Mulliken charge.
CARTESIAN COORDINATES (ANGSTROEM)
C (-0.262, -2.143, 0.276)  0.112
C (-0.690, 1.555, -0.843)  -0.006
C (0.831, -1.482, 1.007)  -0.640
C (-0.183, 2.475, 0.129)  -0.820
O (-1.197, -1.642, -0.271)  -0.433
O (1.654, 0.814, -1.619)  -0.561
S (0.227, 0.659, -1.867)  0.303
H (-0.238, -3.272, 0.138)  0.345
H (-1.838, 1.585, -1.066)  0.282
H (0.542, -0.992, 1.917)  0.239
H (1.358, -0.677, 0.366)  0.111
H (1.631, -2.155, 1.437)  0.289
H (-0.741, 3.445, -0.150)  0.297
H (0.901, 2.533, -0.041)  0.291
H (-0.366, 1.961, 1.196)  0.190

=====

[12]
Here is a single C4H8O2S2 molecule in a non-equilibrium geometry from OMol25. Energies are from ωB97M-V with the def2-TZVPD basis set.

Output
E_tot = -30040.733 eV
Kohn-Sham gap = 8.5860 eV
F_max = 4.3 eV/A
HOMO = -0.3257 Ha

Each line ends with the Mulliken charge.
CARTESIAN COORDINATES (ANGSTROEM)
C (-0.092, -0.089, 0.375)  -0.612
C (1.252, 0.424, -0.110)  -0.598
C (-0.706, -0.943, -0.737)  -0.948
C (2.492, -0.137, 0.506)  -0.356
O (-2.543, -0.987, 1.180)  -0.537
O (-2.764, 0.514, -0.787)  -0.484
S (3.601, -1.016, -0.222)  -0.237
S (-2.537, -1.073, -0.268)  0.509
H (0.111, -0.764, 1.144)  0.342
H (-0.686, 0.693, 0.710)  0.584
H (1.195, 0.197, -1.126)  0.412
H (1.119, 1.589, -0.174)  0.314
H (-0.896, -0.419, -1.672)  0.407
H (-0.394, -1.924, -0.862)  0.549
H (2.514, -0.059, 1.560)  0.332
H (-3.641, 0.637, -0.517)  0.323

=====

[13]
Here is a single C4H8O2Se molecule in a non-equilibrium geometry from OMol25. Energies are from ωB97M-V with the def2-TZVPD basis set.

Output
E_tot = -73713.505 eV
Kohn-Sham gap (spin up / spin down) = 7.5959 / 7.6521 eV
F_max = 3.7 eV/A
HOMO (spin up / spin down) = -0.2592 / -0.2789 Ha

Each line ends with the Mulliken charge.
CARTESIAN COORDINATES (ANGSTROEM)
C (-0.268, -0.980, 0.303)  -0.686
C (-2.182, 1.280, 0.830)  -0.838
C (0.607, -0.447, -0.909)  0.299
C (1.733, 0.229, -0.277)  -0.503
O (-0.179, 0.249, -1.925)  -0.497
O (2.616, -0.555, 0.421)  -0.412
Se (-2.150, -0.234, -0.070)  0.132
H (-0.501, -2.018, 0.517)  0.406
H (0.144, -0.382, 1.217)  0.335
H (-1.757, 1.321, 1.769)  0.315
H (-2.865, 2.058, 0.611)  0.349
H (1.090, -1.455, -1.301)  0.154
H (1.642, 1.266, 0.236)  0.296
H (-0.328, 1.152, -1.629)  0.335
H (2.399, -1.484, 0.208)  0.314

=====

[14]
Here is a single C4H8O3 molecule from OMol25. Energies are from ωB97M-V with the def2-TZVPD basis set.

Output
E_tot = -10420.180 eV
SMILES = COC(=O)[C@@H](C)O
Kohn-Sham gap = 11.1975 eV
F_max = 0.5 eV/A
HOMO = -0.3818 Ha

Each line ends with the Mulliken charge.
CARTESIAN COORDINATES (ANGSTROEM)
C (2.450, -0.053, 0.480)  -0.663
O (1.131, 0.359, 0.109)  -0.300
C (0.227, -0.617, 0.005)  0.630
O (0.482, -1.802, -0.018)  -0.636
C (-1.200, -0.111, 0.098)  0.445
C (-1.536, 1.172, -0.647)  -1.190
O (-2.078, -1.132, -0.285)  -0.556
H (2.500, -0.073, 1.573)  0.272
H (3.137, 0.694, 0.083)  0.217
H (2.669, -1.042, 0.080)  0.327
H (-1.284, 0.097, 1.181)  0.123
H (-0.839, 1.972, -0.389)  0.340
H (-2.546, 1.479, -0.356)  0.325
H (-1.526, 1.020, -1.731)  0.312
H (-1.587, -1.964, -0.183)  0.354

=====

[15]
Here is 2 unconnected molecules or ions with the total composition C4H8O3 in a non-equilibrium geometry from OMol25. Energies are from ωB97M-V with the def2-TZVPD basis set.

Output
E_tot = -10414.591 eV
Kohn-Sham gap (spin up / spin down) = 9.6708 / 6.3161 eV
F_max = 2.3 eV/A
HOMO (spin up / spin down) = -0.3614 / -0.3000 Ha

Each line ends with the Mulliken charge.
CARTESIAN COORDINATES (ANGSTROEM)
C (2.210, 0.541, -0.206)  -0.800
O (0.729, -0.054, 1.189)  -0.511
C (-0.184, -0.960, 0.717)  0.682
O (0.031, -2.124, 0.497)  -0.577
C (-1.400, -0.167, 0.330)  0.051
C (-0.739, 0.813, -0.677)  -0.881
O (-2.446, -0.963, -0.138)  -0.535
H (2.652, -0.379, 0.149)  0.289
H (2.430, 1.434, 0.371)  0.335
H (2.066, 0.660, -1.273)  0.344
H (-1.740, 0.399, 1.209)  0.324
H (0.337, 0.787, 0.637)  0.345
H (-1.412, 1.624, -0.971)  0.323
H (-0.461, 0.238, -1.570)  0.256
H (-2.072, -1.849, -0.263)  0.353

=====

[16]
Here is 2 unconnected molecules or ions with the total composition C4H8O3 from OMol25. Energies are from ωB97M-V with the def2-TZVPD basis set.

Output
E_tot = -10417.943 eV
SMILES = CC(O)=C=O.CO
Kohn-Sham gap = 9.1705 eV
F_max = 1.0 eV/A
HOMO = -0.3139 Ha

Each line ends with the Mulliken charge.
CARTESIAN COORDINATES (ANGSTROEM)
C (-1.586, 0.878, -0.719)  -1.035
C (-1.207, -0.499, -0.255)  -0.201
O (-2.181, -1.287, 0.360)  -0.512
C (-0.092, -1.163, -0.548)  0.880
O (0.847, -1.843, -0.707)  -0.417
H (-0.714, 1.469, -1.015)  0.308
H (-2.120, 1.405, 0.081)  0.294
H (-2.261, 0.813, -1.584)  0.351
H (-2.832, -1.520, -0.315)  0.328
C (2.373, 0.188, 0.817)  -0.625
O (1.276, 0.871, 0.231)  -0.504
H (2.060, -0.444, 1.658)  0.283
H (3.106, 0.918, 1.175)  0.249
H (2.845, -0.460, 0.070)  0.230
H (0.486, 0.677, 0.753)  0.370

=====

[17]
Here is 2 unconnected molecules or ions with the total composition C4H8O3 in a non-equilibrium geometry from OMol25. Energies are from ωB97M-V with the def2-TZVPD basis set.

Output
E_tot = -10417.984 eV
SMILES = O=CCCC=O.O
Kohn-Sham gap = 10.4469 eV
F_max = 4.8 eV/A
HOMO = -0.3715 Ha

Each line ends with the Mulliken charge.
CARTESIAN COORDINATES (ANGSTROEM)
O (-2.724, 1.053, -1.638)  -0.486
C (-1.807, 1.111, -0.784)  -0.007
C (-0.531, 0.268, -0.759)  -0.292
C (0.927, 0.927, -0.691)  -0.235
C (1.818, -0.016, 0.087)  0.036
O (2.808, 0.426, 0.746)  -0.493
H (-1.786, 2.044, -0.140)  0.286
H (-0.632, -0.445, 0.071)  0.199
H (-0.522, -0.170, -1.779)  0.235
H (0.886, 2.045, -0.293)  0.266
H (1.325, 0.910, -1.753)  0.244
H (1.768, -1.134, -0.274)  0.255
O (-0.162, -2.453, 2.193)  -0.630
H (-1.031, -2.701, 2.037)  0.298
H (-0.337, -1.864, 2.975)  0.324

=====

ΔE to the lowest compared entry with this formula, charge and spin for the records above, in order: 37.96, 51.56, 132.08, 97.33, 40.29, 106.37, 48.28, 44.59, 104.80, 0.00, 70.43, 70.53, 117.38, 18.99, 147.87, 70.58, 69.63 kcal per mole